Computed, not measured: a molecular structure, C43H42B2F2N10ReSi at a distorted geometry, with ωB97M-V with the def2-TZVPD basis set.

Values from the calculation:
* highest occupied orbital energy (spin up / spin down): -0.2798 / -0.2746 Eh
* strongest force on any atom: 0.0397 Eh/bohr
* electronic energy: -76973.75383 eV
* energy relative to the best compared isomer or geometry (same formula, charge and spin): 2.397 eV
* LUMO level (spin up / spin down): -0.056 / -0.038 hartree

Geometry as ORCA input:
```
! RIJCOSX wB97M-V def2-TZVPD def2/J DEFGRID3
* xyz 0 2
Re 0.182 -0.104 -0.417
Si 2.458 -1.467 -2.285
F -1.931 -1.987 -1.372
F -0.236 -3.143 -0.351
N 1.848 0.035 -1.559
N 1.338 -0.763 0.995
N -0.507 1.572 1.716
N 2.153 -0.044 5.247
N -1.883 1.451 1.720
N -1.580 0.754 -1.562
N -1.924 -2.051 1.024
N -2.853 -1.049 1.206
N -2.636 0.802 -0.683
N 4.736 -2.870 2.948
C -2.410 2.405 2.537
C -3.857 2.673 2.774
C -0.192 2.550 2.550
C 1.201 2.922 2.849
C -3.811 -1.526 2.028
C -1.902 -5.581 1.666
C 3.002 -2.666 -0.947
C 1.996 -0.979 1.939
C 2.445 1.303 -1.599
C 2.757 -1.227 3.039
C 2.797 4.006 4.296
C -1.369 3.107 3.087
C -3.731 1.273 -1.296
C 1.671 2.467 -1.447
C -1.354 1.662 -6.407
C 0.255 -6.486 2.228
C 3.901 -1.289 -3.476
C 2.250 2.512 2.032
C -1.423 -4.298 1.897
C -1.319 1.220 -4.030
C -5.061 1.406 -0.641
C -2.046 1.183 -2.745
C 3.830 1.469 -1.722
C -1.060 -6.671 1.827
C -3.492 -2.824 2.375
C 1.024 -2.155 -3.281
C -3.390 1.561 -2.594
C 0.730 -5.205 2.482
C 0.682 0.961 -5.360
C 2.431 -0.564 4.258
C 0.024 0.890 -4.142
C -5.030 -0.789 2.458
C 3.837 3.590 3.476
C 3.850 -2.135 2.989
C 3.559 2.840 2.342
C -2.007 1.589 -5.189
C 2.251 3.723 -1.422
C 4.403 2.729 -1.717
C 3.622 3.868 -1.572
C -0.002 1.359 -6.497
C -0.107 -4.116 2.318
C -2.285 -3.115 1.746
C 1.489 3.674 3.985
B -1.024 -2.028 -0.312
B -2.291 0.342 0.739
H -4.051 1.952 -3.345
H -1.903 1.954 -7.293
H 3.778 -0.485 -4.204
H -4.381 1.804 3.156
H 0.555 0.545 -3.276
H 4.465 0.595 -1.783
H 3.009 4.577 5.190
H -4.367 3.016 1.874
H -5.741 1.924 -1.312
H 3.804 -3.300 -1.331
H -4.820 -0.099 3.270
H 1.733 0.704 -5.411
H -1.433 -7.669 1.634
H -4.044 -3.465 3.040
H -2.926 -5.727 1.344
H 0.590 2.395 -1.360
H 2.040 1.936 1.144
H 0.977 -1.701 -4.274
H 1.132 -3.235 -3.408
H -5.477 -0.232 1.638
H 0.507 1.426 -7.450
H -3.943 3.461 3.519
H 1.622 4.596 -1.298
H -5.000 1.971 0.288
H 0.909 -7.339 2.343
H -5.489 0.427 -0.423
H 4.852 -1.148 -2.960
H -1.455 3.933 3.772
H 0.688 3.977 4.647
H 1.752 -5.049 2.802
H 4.075 4.850 -1.571
H 5.479 2.818 -1.810
H -1.188 -0.058 0.603
H 0.066 -1.979 -2.788
H 0.255 -3.114 2.514
H 4.362 2.510 1.695
H -5.759 -1.507 2.825
H 3.964 -2.233 -4.023
H 4.859 3.845 3.724
H -3.064 1.812 -5.149
H 2.173 -3.303 -0.637
H 3.382 -2.153 -0.064
*
```

Mulliken population analysis, charges in e, atoms 1 to 5: 0.434 0.512 -0.150 -0.353 -0.031